(1)
Molecular formula: C28H38AuBFN7S4
Method: DFT, wB97M-V/def2-TZVPD

Computed properties:
**Electronic energy**: -3326.3156 hartree
**2S+1**: 3
**HOMO energy (alpha / beta)**: -6.52 / -7.54 eV

Each line ends with the Mulliken spin population.
Positions of all 80 atoms, in Å:
Au: -0.5846 -0.3467 0.1249  0.29
C: -2.6119 2.3841 2.2435  0.00
C: -2.0148 3.7669 1.9731  0.00
C: -3.1596 4.7785 1.9574  0.00
C: -1.0128 4.1801 3.0520  0.00
N: -1.3399 3.7819 0.6366  0.00
C: -1.6893 4.6361 -0.4020  0.00
C: -0.8718 4.3689 -1.4313  0.00
N: -0.0179 3.3535 -1.0453  0.00
B: 0.9743 2.7788 -2.0755  -0.02
N: 2.2858 2.2550 -1.3980  0.06
C: 3.1652 3.1795 -0.9112  0.02
C: 4.1894 2.5213 -0.3316  0.04
N: 3.9687 1.1725 -0.4985  0.03
C: 2.7728 1.0152 -1.1382  -0.03
S: 1.9624 -0.4442 -1.5023  0.55
C: 4.9600 0.1855 0.0588  0.00
C: 4.8382 0.2354 1.5830  0.00
C: 4.7406 -1.2438 -0.4225  -0.02
C: 6.3596 0.6129 -0.3981  0.01
N: 0.3606 1.7173 -3.0218  0.04
C: 1.0524 1.3912 -4.1702  0.00
C: 0.4130 0.3733 -4.7683  0.01
N: -0.6981 0.0702 -3.9994  0.00
C: -0.7284 0.9144 -2.9265  -0.01
S: -1.8997 0.9286 -1.6712  0.19
C: -1.6286 -1.0748 -4.2878  0.00
C: -3.0434 -0.5529 -4.5406  0.01
C: -1.1528 -1.7882 -5.5518  0.00
C: -1.5916 -2.0640 -3.1223  0.01
C: -0.2935 3.0093 0.2311  0.00
S: 0.5240 1.8071 1.1382  0.01
H: -3.2428 2.4361 3.1332  0.00
H: -1.8433 1.6335 2.4040  0.00
H: -3.2298 2.0691 1.3993  0.00
H: -3.6515 4.7420 2.9283  0.00
H: -3.9028 4.5352 1.1952  0.00
H: -2.8022 5.7990 1.8042  0.00
H: -1.5067 4.1875 4.0256  0.00
H: -0.6341 5.1846 2.8470  0.00
H: -0.1754 3.4867 3.0918  0.00
H: -2.4923 5.3446 -0.3399  0.00
H: -0.8366 4.7935 -2.4206  0.00
H: 1.3167 3.7064 -2.7698  0.00
H: 2.9821 4.2374 -1.0041  0.00
H: 5.0468 2.9116 0.1833  0.01
H: 3.8083 0.0356 1.8861  0.00
H: 5.1354 1.2071 1.9829  0.00
H: 5.4814 -0.5285 2.0222  0.00
H: 3.8155 -1.6692 -0.0414  0.02
H: 5.5716 -1.8414 -0.0444  0.00
H: 4.7360 -1.3121 -1.5095  0.00
H: 6.6503 1.5934 -0.0240  0.00
H: 6.4194 0.6231 -1.4883  0.00
H: 7.0835 -0.1099 -0.0223  0.00
H: 1.9601 1.9007 -4.4488  0.00
H: 0.6633 -0.1476 -5.6718  0.01
H: -3.0510 0.1393 -5.3869  0.00
H: -3.4405 -0.0462 -3.6653  0.00
H: -3.6925 -1.3982 -4.7764  0.00
H: -1.1492 -1.1230 -6.4179  0.00
H: -1.8490 -2.5995 -5.7581  0.00
H: -0.1617 -2.2269 -5.4201  0.00
H: -2.0603 -1.6499 -2.2327  0.01
H: -0.5633 -2.3418 -2.8750  -0.01
H: -2.1333 -2.9702 -3.4017  0.00
F: -5.5660 -4.0462 0.7709  0.00
C: -4.4762 -3.2507 0.6553  -0.01
C: -3.2258 -3.8278 0.6327  0.01
C: -2.1110 -3.0028 0.5071  -0.03
C: -2.2466 -1.6225 0.3947  0.35
C: -3.5299 -1.0788 0.4262  -0.05
C: -4.6540 -1.8864 0.5652  0.02
H: -3.1257 -4.9029 0.7130  0.00
H: -1.1345 -3.4683 0.4920  0.01
H: -3.6751 -0.0071 0.3506  0.00
H: -5.6527 -1.4679 0.5954  0.00
S: 1.3208 -1.8249 0.9688  0.46
C: 1.2569 -3.0369 -0.1817  -0.05
N: 1.2062 -3.8746 -0.9828  0.08

Forces on atoms 1 to 6 (eV/Å):
-0.70 0.24 0.23
0.03 -0.02 -0.07
-0.03 0.00 0.05
0.02 0.04 -0.06
0.03 -0.02 -0.07
0.06 0.11 0.07

(2)
Molecular formula: C3H6O3
Method: DFT, wB97M-V/def2-TZVPD

Computed properties:
**Structure (SMILES)**: OC(O)[C@H]1CO1
**Electronic energy**: -343.5219 hartree
**HOMO energy**: -9.41 eV

Each line ends with the natural charge from an NBO analysis.
Positions of all 12 atoms, in Å:
O: 1.6839 0.0498 1.1125  -0.75
C: 0.3292 -0.3539 1.1916  0.40
O: 0.2362 -1.6592 1.3369  -0.70
C: -0.7122 0.0655 -0.2178  0.00
C: -0.1342 0.8474 -1.2079  -0.12
O: -0.4448 -0.6086 -1.3915  -0.51
H: 2.3253 -0.4373 0.4570  0.49
H: -0.1379 0.2053 1.9393  0.15
H: 0.2462 -2.1377 0.5430  0.48
H: -1.6670 0.2496 0.1279  0.18
H: -0.7440 1.4945 -1.7885  0.19
H: 0.9528 0.9222 -1.3777  0.20

Forces on atoms 1 to 6 (eV/Å):
1.31 -0.07 -1.41
-0.13 1.38 -5.30
-0.62 -1.92 2.99
4.15 -1.24 4.73
2.03 -0.34 -2.65
-0.57 0.30 -0.31

(3)
Molecular formula: C5H4
Method: DFT, wB97M-V/def2-TZVPD

Computed properties:
**Structure (SMILES)**: C#CC#CC
**Electronic energy**: -192.7840 hartree
**HOMO energy**: -9.30 eV

Each line ends with the natural charge from an NBO analysis.
Positions of all 9 atoms, in Å:
C: 0.2480 -3.0560 0.6946  -0.19
C: 0.4502 -1.8936 0.4529  -0.06
C: 0.4063 -0.5513 0.1752  -0.13
C: 0.1026 0.5907 -0.0605  0.11
C: -0.2546 1.9663 -0.3480  -0.69
H: -0.4013 -3.8707 0.8711  0.24
H: -0.9080 2.3636 0.4348  0.24
H: -0.7779 2.0308 -1.3068  0.24
H: 0.6515 2.5744 -0.3965  0.24

Forces on atoms 1 to 6 (eV/Å):
-0.46 0.69 -0.13
-0.17 -0.32 0.07
-0.07 0.52 -0.11
0.25 -0.38 0.07
0.01 0.15 -0.04
0.39 -0.77 0.15

(4)
Molecular formula: H3O5PS
Method: DFT, wB97M-V/def2-TZVPD

Computed properties:
**Electronic energy**: -1117.5999 hartree
**HOMO energy (alpha / beta)**: -9.63 / -9.63 eV

Each line ends with the natural charge from an NBO analysis.
Positions of all 10 atoms, in Å:
O: 2.9913 1.0370 -1.0242  -0.90
O: 3.0429 -1.2944 -0.4431  -0.90
O: 0.3387 -1.1124 -0.1452  -0.99
O: -0.8201 0.5926 1.4228  -1.01
O: 0.2884 1.3978 -0.5419  -1.02
P: 0.5373 0.3100 0.5844  1.62
S: 3.2953 0.0387 0.0284  1.62
H: 1.1958 -1.5260 -0.2699  0.52
H: -1.5788 1.1270 1.0627  0.52
H: 1.0270 1.6423 -1.0848  0.53

Forces on atoms 1 to 6 (eV/Å):
0.84 -0.91 1.81
0.29 -0.81 0.49
-1.28 0.48 0.20
-0.45 -0.02 -0.22
-1.26 0.55 -0.24
-0.18 0.03 0.69

(5)
Molecular formula: C5H2NO4S
Method: DFT, wB97M-V/def2-TZVPD

Computed properties:
**Electronic energy**: -945.6611 hartree
**Net charge**: -1
**HOMO energy (alpha / beta)**: -3.45 / -3.46 eV

Each line ends with the natural charge from an NBO analysis.
Positions of all 13 atoms, in Å:
C: 0.6414 0.7204 0.7754  -0.45
C: -0.0830 1.6785 0.0697  0.11
C: -0.2127 -0.3072 1.1409  -0.47
C: -1.6150 0.1151 0.1138  0.70
C: 0.4525 -0.9033 -2.0970  1.03
N: -1.2346 1.2458 -0.4284  -0.66
O: -2.5420 -0.6493 -0.1205  -0.62
O: 1.3281 -0.1740 -2.1485  -0.53
O: -0.4031 -1.6315 -2.0912  -0.50
O: 1.6578 -1.9294 2.0254  -0.99
S: 0.1873 -1.7574 1.7593  1.00
H: 1.6475 1.0169 1.2814  0.21
H: 0.1759 2.5754 -0.2804  0.17

Forces on atoms 1 to 6 (eV/Å):
2.64 3.15 1.92
-0.09 -4.56 0.58
-1.11 -0.53 -1.47
0.19 -2.83 0.89
1.26 1.23 -0.03
-1.89 1.22 -0.59

(6)
Molecular formula: C2H10N2
Method: DFT, wB97M-V/def2-TZVPD

Computed properties:
**Electronic energy**: -191.2999 hartree
**Net charge**: +1
**2S+1**: 2
**HOMO energy (alpha / beta)**: -12.47 / -12.46 eV

Each line ends with the natural charge from an NBO analysis.
Positions of all 14 atoms, in Å:
C: -2.6777 0.1312 -0.6059  -0.51
N: -2.1028 -1.0089 0.0032  -0.20
H: -2.0583 1.0719 -0.4045  0.33
H: -3.7374 0.2503 -0.3068  0.28
H: -2.7694 -0.1022 -1.6637  0.27
H: -1.1464 -1.2771 -0.2438  0.42
H: -2.2012 -0.8929 0.9844  0.40
C: 2.6980 0.1212 -0.1605  -0.42
N: 2.1893 0.8513 1.0425  -0.81
H: 3.5881 -0.5418 -0.1231  0.22
H: 2.9633 0.7571 -1.0459  0.21
H: 1.8324 -0.5074 -0.4458  0.14
H: 1.2237 0.8695 1.0369  0.32
H: 2.1986 0.2778 1.9331  0.35

Forces on atoms 1 to 6 (eV/Å):
-1.49 -0.38 -1.56
1.31 2.29 0.52
-0.46 -0.97 -0.16
0.73 0.24 0.58
0.60 0.63 -0.46
-0.28 -0.67 -0.56

(7)
Molecular formula: C8H19NO
Method: DFT, wB97M-V/def2-TZVPD

Computed properties:
**Structure (SMILES)**: CNC(C)=O.CCCCC
**Electronic energy**: -446.0650 hartree
**HOMO energy**: -9.56 eV

Each line ends with the natural charge from an NBO analysis.
Positions of all 29 atoms, in Å:
C: 3.3727 0.5268 -0.0875  -0.45
N: 2.4674 1.6085 0.5934  -0.62
C: 1.7615 1.0591 1.5694  0.66
C: 0.7625 2.2029 2.0756  -0.72
O: 1.5926 -0.2181 1.7383  -0.66
H: 3.0751 -0.4502 0.4081  0.27
H: 3.1318 0.2719 -1.0237  0.20
H: 4.4659 0.7098 0.2026  0.20
H: 2.4681 2.6618 0.2959  0.43
H: 0.5554 3.0819 1.3682  0.22
H: 1.3358 2.7385 2.8623  0.23
H: -0.2794 1.7060 2.4127  0.25
C: -3.7894 -0.8198 0.7635  -0.63
C: -2.5990 -1.4209 -0.0917  -0.37
C: -1.9711 -0.6046 -1.2718  -0.43
C: -0.9413 -1.5094 -1.8032  -0.39
C: -0.2023 -0.7434 -3.0060  -0.62
H: -3.4379 0.1167 1.2320  0.21
H: -4.4561 -0.5057 -0.1185  0.20
H: -4.1911 -1.7177 1.4425  0.23
H: -3.0388 -2.2991 -0.7094  0.18
H: -1.6001 -1.8054 0.5043  0.20
H: -2.7712 -0.5380 -1.9677  0.19
H: -1.7108 0.5060 -0.9851  0.19
H: -1.6765 -2.5164 -1.9472  0.20
H: -0.1332 -1.8965 -1.0714  0.21
H: 0.3021 0.1359 -2.5373  0.21
H: 0.4786 -1.5023 -3.5574  0.21
H: -0.8919 -0.3558 -3.7608  0.20

Forces on atoms 1 to 6 (eV/Å):
1.11 0.81 5.51
3.33 -0.84 -2.77
-4.78 -1.59 -0.52
-1.00 -0.80 1.11
0.88 4.97 0.42
0.46 1.46 -0.01

(8)
Molecular formula: CH2N3O2P
Method: DFT, wB97M-V/def2-TZVPD

Computed properties:
**Structure (SMILES)**: N#CP(N)[N+](=O)[O-]
**Electronic energy**: -695.3014 hartree
**HOMO energy**: -10.35 eV

Each line ends with the natural charge from an NBO analysis.
Positions of all 9 atoms, in Å:
N: 1.9300 -1.3926 0.1070  -0.24
C: 0.7906 -1.3155 0.1907  -0.12
P: -0.8785 -0.6140 0.2601  1.07
N: -0.8039 -0.0793 -1.3293  -1.13
N: 0.0075 0.9090 1.1945  0.34
O: 0.5475 1.8620 0.6850  -0.35
O: -0.0097 0.6446 2.3869  -0.40
H: 0.0816 -0.0645 -1.7116  0.42
H: -1.6651 0.0502 -1.7834  0.42

Forces on atoms 1 to 6 (eV/Å):
0.61 -0.52 -0.10
-0.63 0.46 0.34
0.95 1.24 -0.63
-1.28 -1.02 3.17
-0.10 -0.64 0.34
-0.57 -0.56 -0.11